17
Properties=species:S:1:pos:R:3:forces:R:3:lowdin_charge:R:1 method="wB97M-V/def2-TZVPD" e_tot_ev=-12938.36473 orbital_gap_ev=10.11 total_charge=+1 homo_ev=-15.61 largest_force_ev_per_a=4.36 de_lowest_ev=0.6921
C -1.69819 -0.13718 1.38447 -0.278 1.084 3.308 0.067
C -0.41052 0.15188 1.22577 1.827 -1.497 -1.262 0.068
C -2.36851 -0.41924 0.09011 0.563 2.222 -1.670 -0.290
C -0.05225 -0.45169 -0.11354 -2.606 1.561 0.764 -0.296
C 2.44702 -0.69368 -0.12139 0.008 0.798 -0.950 0.040
N 1.05738 -0.70535 -0.68586 1.738 0.022 1.151 0.150
O -3.35380 -0.01953 -0.45709 1.473 -1.727 1.633 0.236
O -1.19540 -0.71745 -0.75321 0.426 -1.348 -0.343 0.088
O -0.48836 1.73202 -0.92675 1.908 0.741 -2.771 -0.075
H -2.08424 0.05468 2.41985 -0.624 -0.202 -1.552 0.165
H 0.38901 0.60858 1.84687 -1.166 -0.507 -0.115 0.158
H 3.13077 0.12169 -0.40504 -0.929 0.107 -0.789 0.113
H 2.41548 -0.55934 0.91658 -0.377 -0.405 1.602 0.071
H 2.96169 -1.59383 -0.40704 -0.189 -0.545 0.083 0.101
H 0.92815 -1.13067 -1.56019 0.115 -0.682 -1.603 0.163
H -0.33472 1.93364 -1.96769 -1.722 -0.383 3.982 0.185
H -1.34353 1.82547 -0.48585 -0.166 0.760 -1.468 0.057

---

19
Properties=species:S:1:pos:R:3:forces:R:3:lowdin_charge:R:1 method="wB97M-V/def2-TZVPD" e_tot_ev=-24282.28716 orbital_gap_ev=5.67 total_charge=-2 homo_ev=0.20 largest_force_ev_per_a=3.82 de_lowest_ev=1.1797
C -2.08336 0.37317 0.46355 0.729 -2.465 -1.612 -0.095
C -1.25678 -1.01695 0.38156 -1.086 1.247 0.394 -0.161
C 0.18756 -0.62585 0.75381 -1.380 -2.341 0.692 -0.196
C 0.24754 0.78125 0.49043 0.145 2.529 -2.864 -0.335
C 1.07817 1.19431 -0.78979 -0.431 -1.685 -0.176 -0.060
N -1.20470 1.31238 0.43807 1.874 0.396 1.270 -0.228
O -1.24314 2.62293 0.65305 -0.410 -0.631 -0.580 -0.226
O -3.56314 -0.32072 -1.55711 -0.224 0.615 1.161 -0.485
O -3.92580 -1.51950 0.64169 -0.198 0.222 0.455 -0.475
O -4.95594 0.84726 0.35512 0.903 -0.467 -0.188 -0.487
P -3.89534 -0.16688 -0.05183 -0.711 0.000 -1.243 0.085
H -1.76154 -1.62482 1.10864 0.068 -0.313 0.716 0.061
H -1.43292 -1.63680 -0.49906 0.155 0.774 -0.521 0.094
H 0.18761 -0.75536 1.84912 0.789 -0.415 -0.315 0.112
H 0.91724 -1.21779 0.18510 0.082 0.059 0.565 0.104
H 0.70699 1.36977 1.23296 0.391 0.648 1.293 0.103
H 0.63372 0.86729 -1.79573 0.747 0.070 1.525 0.102
H 2.17519 0.93784 -0.65093 -1.248 -0.274 -0.315 0.072
H 1.07092 2.23481 -0.77391 -0.197 2.031 -0.257 0.016